# 1
{
  "formula": "C16H20FeNO",
  "method": "ωB97M-V with the def2-TZVPD basis set",
  "species": ["Fe", "O", "N", "C", "C", "C", "C", "C", "C", "C", "C", "C", "C", "C", "C", "C", "C", "C", "C", "H", "H", "H", "H", "H", "H", "H", "H", "H", "H", "H", "H", "H", "H", "H", "H", "H", "H", "H", "H"],
  "xyz": [[0.99268, 1.78844, 0.79095], [-1.63397, -3.34692, -2.14684], [-1.11104, -1.48864, -0.85565], [2.43703, 0.46810, 0.82763], [-2.34783, -1.06428, -1.72186], [-0.22772, 1.54327, -0.75870], [2.18131, 0.98423, 2.16369], [2.77580, 1.59872, -0.02782], [-0.48343, 3.07220, 1.03938], [-0.10467, 2.95699, -0.37001], [2.71965, 2.80805, 0.78523], [-0.68514, 0.78036, 0.38063], [-2.57271, -2.13324, -2.70717], [-1.12612, -0.75457, 0.35765], [-0.43262, -1.52775, 1.43918], [-0.86748, -2.86698, -1.29120], [2.34412, 2.42308, 2.13554], [-0.84335, 1.70650, 1.50389], [0.22156, -3.55760, -0.69624], [1.10891, -3.33049, -1.28776], [0.05555, -4.62627, -0.54203], [-0.60955, 3.95542, 1.68770], [-2.17765, -1.83261, -3.66970], [2.50815, -0.59070, 0.55403], [0.48322, -1.18107, 2.01536], [-0.93004, -2.48233, 1.59751], [-0.23033, -0.96056, -1.21356], [0.37923, -3.11178, 0.28434], [-2.13855, -0.08747, -2.16510], [-1.22997, 1.34520, 2.47965], [2.96691, 3.81656, 0.45306], [3.11620, 1.52952, -1.06320], [-3.53918, -2.59572, -2.87107], [-0.05121, 1.17461, -1.78570], [2.27028, 3.08834, 3.00224], [-3.14262, -0.99339, -1.00863], [-2.18671, -0.71552, 0.63860], [0.10531, 3.82829, -1.01084], [2.00600, 0.38003, 3.05684]],
  "forces_ev_per_angstrom": [[-0.19, 0.22, -0.08], [-2.05, -2.37, -2.61], [2.51, 2.83, -4.02], [1.04, 0.58, 0.37], [-0.82, -0.21, -1.25], [-1.02, 1.53, -0.87], [1.58, 0.13, 0.53], [1.78, 0.10, 0.76], [-1.33, -1.85, 0.09], [-1.62, -0.30, -0.03], [0.79, -1.26, -0.13], [-0.47, -0.19, -0.82], [-1.04, 2.07, -1.31], [-0.03, 1.66, 4.93], [0.49, 0.32, 0.93], [0.99, 0.98, 3.35], [0.88, -0.89, 0.01], [-1.74, -0.20, -0.49], [1.36, -0.25, 1.09], [0.68, -0.61, -0.06], [0.10, -0.01, -0.33], [0.42, -0.50, -0.66], [0.37, -0.34, -0.21], [-0.28, 0.51, 0.04], [-1.53, -0.44, -0.96], [0.41, 0.04, 0.58], [-1.23, -0.79, -0.56], [0.47, -0.26, 0.02], [0.35, -0.14, 0.19], [0.36, 0.68, -0.67], [-0.30, -0.33, 0.05], [-0.27, 0.09, 0.34], [-0.05, -0.19, 0.71], [-0.04, 0.18, 0.73], [-0.16, -0.27, -0.49], [-0.46, 0.06, 0.53], [-0.01, -0.06, 0.32], [0.13, -0.76, 0.30], [-0.08, 0.26, -0.31]],
  "lowdin_charge": [0.114, -0.021, -0.018, -0.199, -0.131, -0.162, -0.208, -0.192, -0.162, -0.174, -0.175, -0.245, -0.136, -0.332, 0.079, -0.514, -0.179, -0.146, -0.061, 0.083, 0.089, 0.100, 0.060, 0.096, 0.081, 0.055, 0.193, 0.040, 0.108, 0.103, 0.095, 0.090, 0.063, 0.099, 0.096, 0.097, 0.132, 0.097, 0.085],
  "gap_ev": [3.76, 6.32],
  "lumo_ev": [3.391, 2.763],
  "multiplicity": 5,
  "total_energy_ev": -54829.70249,
  "total_charge": -1
}

# 2
{
  "formula": "C16H20N2O",
  "method": "ωB97M-V with the def2-TZVPD basis set",
  "species": ["O", "N", "N", "C", "C", "C", "C", "C", "C", "C", "C", "C", "C", "C", "C", "C", "C", "C", "C", "H", "H", "H", "H", "H", "H", "H", "H", "H", "H", "H", "H", "H", "H", "H", "H", "H", "H", "H", "H"],
  "xyz": [[-0.82198, 2.98063, -0.01822], [0.12078, 0.91505, -0.22280], [1.87555, -1.23395, -0.18049], [2.37271, 0.08514, -0.18832], [4.24946, 1.58643, -0.12133], [-2.57037, 0.62349, 1.40972], [-1.57842, -0.37251, 2.00312], [-3.89875, -0.34607, -1.37720], [-2.43458, -0.04136, -1.07627], [3.74166, 0.29978, -0.13165], [1.48901, 1.17823, -0.21823], [2.01406, 2.46661, -0.21561], [3.38184, 2.66413, -0.16963], [-2.28262, 1.07707, -0.03513], [1.44614, -3.30707, 0.47684], [1.02861, -1.78236, -1.10226], [-0.92751, 1.77665, -0.09309], [2.13380, -2.16499, 0.77927], [0.75025, -3.06735, -0.72483], [-0.59234, 0.07142, 2.11888], [0.73928, -1.24040, -1.98236], [-0.11011, -0.07023, -0.23519], [3.77027, 3.67101, -0.16709], [-1.95245, -0.96175, -0.74003], [-2.58840, 1.51429, 2.04143], [-1.49214, -1.27151, 1.39606], [-3.56978, 0.18518, 1.43445], [-1.92189, -0.67548, 2.98984], [-3.01496, 1.85727, -0.27144], [0.12195, -3.76030, -1.24910], [-3.97169, -1.11920, -2.13855], [2.76756, -1.93326, 1.61239], [5.31618, 1.74339, -0.07943], [-4.40778, 0.54313, -1.74191], [4.40130, -0.55489, -0.10140], [-1.94798, 0.27284, -2.00344], [1.44163, -4.21529, 1.04597], [-4.41522, -0.69767, -0.48780], [1.33695, 3.30388, -0.23516]],
  "forces_ev_per_angstrom": [[0.10, 0.33, 0.07], [0.11, -0.47, -0.11], [-0.10, -0.06, -0.01], [0.28, 0.62, -0.03], [0.08, 0.04, 0.05], [0.08, 0.00, -0.03], [-0.17, 0.13, 0.04], [0.22, -0.04, 0.04], [-0.20, 0.15, 0.01], [-0.15, -0.01, -0.04], [0.26, -0.04, 0.06], [-0.09, 0.16, -0.03], [0.07, -0.14, 0.00], [-0.04, 0.06, 0.05], [0.13, -0.07, 0.13], [-0.17, -0.21, -0.44], [-0.53, -0.17, -0.07], [0.07, -0.26, 0.40], [-0.15, 0.07, -0.10], [0.10, -0.04, 0.04], [-0.02, 0.14, -0.12], [-0.08, 0.20, 0.02], [0.02, 0.10, 0.00], [0.14, -0.02, -0.05], [-0.11, 0.00, -0.01], [0.09, -0.14, -0.05], [-0.05, 0.07, 0.02], [0.02, -0.08, 0.08], [0.18, -0.02, -0.02], [-0.11, -0.09, -0.14], [-0.09, -0.07, -0.05], [0.10, 0.10, 0.13], [0.09, 0.01, 0.00], [-0.09, 0.08, -0.04], [0.03, -0.09, -0.03], [0.08, -0.08, 0.01], [0.04, -0.14, 0.14], [-0.12, -0.04, 0.06], [-0.03, 0.00, 0.00]],
  "lowdin_charge": [0.083, 0.149, -0.072, -0.146, -0.088, -0.194, -0.090, -0.093, -0.224, -0.016, -0.138, 0.000, -0.076, -0.251, -0.089, -0.111, -0.436, -0.083, -0.089, 0.072, 0.128, 0.092, 0.105, 0.093, 0.118, 0.067, 0.104, 0.075, 0.145, 0.094, 0.072, 0.122, 0.101, 0.077, 0.118, 0.119, 0.092, 0.068, 0.102],
  "gap_ev": 9.35,
  "de_lowest_kj_mol": 48.3,
  "lumo_ev": 0.837,
  "smiles": "CCC(CC)C(=O)Nc1ccccc1-n1cccc1",
  "total_energy_ev": -21944.96465
}

# 3
{
  "formula": "C16H20N2O4",
  "method": "ωB97M-V with the def2-TZVPD basis set",
  "species": ["O", "O", "O", "O", "N", "N", "C", "C", "C", "C", "C", "C", "C", "C", "C", "C", "C", "C", "C", "C", "C", "C", "H", "H", "H", "H", "H", "H", "H", "H", "H", "H", "H", "H", "H", "H", "H", "H", "H", "H", "H", "H"],
  "xyz": [[2.80802, 2.44191, -1.55096], [2.64054, -0.21084, -1.88575], [0.91571, 3.58493, -0.62326], [3.03040, 0.90303, 0.50725], [1.06812, 0.22199, -0.29998], [-0.21053, 0.17682, 0.18625], [0.81826, 4.63212, -1.61920], [1.86552, 2.56380, -0.67738], [0.91732, 1.65218, 1.66379], [1.76005, 1.38131, 0.32934], [0.86191, -1.62969, -2.05530], [-2.39491, -1.30533, 1.87157], [-0.29480, 0.85704, 1.33314], [-0.82836, -3.46624, -1.97414], [-1.20341, -0.78142, 4.03172], [-1.52201, 0.99521, 2.24009], [-0.03685, -2.46021, -1.38703], [1.58915, -0.56379, -1.37654], [-0.59425, -3.74116, -3.35374], [0.87852, -1.81705, -3.50124], [0.18869, -2.86049, -4.07791], [-2.04267, -0.31449, 2.84391], [-0.43724, -1.53436, 3.86480], [-2.44083, 1.50517, 1.69646], [-0.74026, 0.02954, 4.63546], [1.44470, -1.16665, -4.12878], [-0.19109, 4.69448, -2.03625], [-1.20326, 1.74263, 2.99355], [1.22723, 5.65744, -1.29628], [-1.45379, -1.73241, 1.39036], [-2.98070, 0.06077, 3.28896], [-2.91124, -2.12797, 2.46432], [0.22373, -3.06077, -5.11128], [-3.00180, -0.92643, 1.02117], [-0.84879, -4.57382, -3.80206], [0.80672, 2.68849, 1.88753], [1.26940, 1.16649, 2.57453], [-0.27409, -2.34916, -0.34518], [3.43901, 0.77531, -0.35393], [-1.52498, -4.12326, -1.49394], [1.37533, 4.32911, -2.53295], [-1.99249, -1.31418, 4.65885]],
  "forces_ev_per_angstrom": [[-4.68, 1.73, 3.84], [0.29, -0.34, 0.54], [0.96, -1.34, 0.40], [0.99, 0.76, 2.14], [-1.04, 0.54, -0.64], [-1.31, 0.02, 3.13], [1.52, 0.25, -1.51], [2.93, 0.68, -4.52], [1.19, -1.76, -1.61], [0.79, -0.84, 0.32], [-2.51, -1.75, -1.64], [0.27, -3.33, -1.68], [-1.19, -0.27, -3.03], [1.71, -0.11, -2.75], [-1.30, -0.92, 1.36], [-0.58, 1.07, -1.88], [-1.52, -0.67, 0.53], [0.41, 2.47, -0.32], [1.49, 4.43, 3.98], [0.30, 0.37, 2.18], [-0.04, 0.00, 0.86], [0.31, 3.66, 1.94], [0.15, 0.03, -0.55], [1.98, -0.95, 0.63], [-0.54, -0.38, -0.45], [0.44, 0.43, -0.12], [-0.17, 0.04, 0.97], [-0.40, -0.59, -0.05], [-0.74, -1.81, 0.00], [-1.21, 0.30, 0.61], [0.11, -0.31, 0.13], [0.39, 0.64, -1.24], [0.45, 0.14, -1.20], [0.11, -0.27, 0.74], [-2.08, -4.02, -2.09], [-0.43, 0.75, -0.16], [0.97, 0.02, -0.10], [0.52, 0.45, 0.41], [-0.01, 0.08, -0.61], [-0.04, 0.09, 0.83], [0.19, 0.14, 0.78], [1.31, 0.56, -0.18]],
  "lowdin_charge": [0.061, 0.077, -0.055, 0.043, 0.026, 0.160, -0.050, -0.237, 0.010, -0.352, -0.107, -0.111, -0.226, -0.034, -0.069, -0.116, -0.039, -0.317, -0.058, 0.014, -0.087, -0.517, 0.072, 0.159, 0.083, 0.106, 0.085, 0.111, 0.118, 0.079, 0.132, 0.108, 0.092, 0.100, 0.049, 0.115, 0.136, 0.075, 0.083, 0.094, 0.089, 0.097],
  "gap_ev": 9.02,
  "de_lowest_kj_mol": 526.9,
  "lumo_ev": 0.396,
  "smiles": "COC(=O)[C@@]1(O)CC(CC(C)C)=NN1C(=O)c1ccccc1",
  "total_energy_ev": -28083.34500
}